# 1
Here is C39H50CdIN3O4 as an isolated structure in a non-equilibrium geometry from OMol25. Energies are from the ωB97M-V functional and the def2-TZVPD basis.

Geometry (Å):
Cd1 0.19821 -0.59925 -0.21497
C1 -3.98846 5.21100 -1.68443
C2 -2.96229 5.53639 -0.58844
C3 -2.36351 6.91182 -0.89778
C4 -3.67522 5.62493 0.77035
C5 -1.90041 4.43779 -0.53101
C6 -2.26675 3.15081 -0.28790
C7 -1.31357 2.09284 -0.25861
N1 -1.54432 0.81652 0.07736
C8 -2.65097 0.24870 0.55341
C9 -3.81745 0.90720 1.05431
C10 -4.97579 0.22764 1.24013
C11 -5.00766 -1.16582 0.89478
C12 -3.91953 -1.89837 0.54159
C13 -2.63243 -1.22499 0.49406
O1 -1.55899 -1.85008 0.35358
C14 -4.00328 -3.38834 0.21139
C15 -3.19835 -4.20430 1.23715
C16 -3.43620 -3.63283 -1.20019
C17 -5.44895 -3.88813 0.22763
C18 -6.26108 0.86921 1.74802
C19 -6.73217 0.16162 3.02594
C20 -7.33404 0.73880 0.65111
C21 -6.07409 2.35520 2.05357
C22 0.05654 2.36664 -0.72032
O2 0.83980 1.43044 -1.01243
C23 0.45543 3.75776 -0.80878
C24 -0.51157 4.71389 -0.71462
C25 1.92338 4.11443 -1.04826
C26 2.37674 3.60891 -2.42835
C27 2.15626 5.62566 -0.99421
C28 2.78876 3.46226 0.04432
H1 -4.78090 5.96281 -1.68890
H2 -4.44914 4.23404 -1.53252
H3 -3.51040 5.20987 -2.66588
H4 -3.16725 7.64695 -0.95604
H5 -1.83974 6.90842 -1.85556
H6 -1.67343 7.23296 -0.11495
H7 -4.42742 6.41745 0.75276
H8 -2.95860 5.84780 1.56334
H9 -4.17670 4.69038 1.02047
H10 -3.31140 2.90087 -0.18943
H11 -3.72692 1.93879 1.35537
H12 -5.96505 -1.66190 0.96232
H13 -2.14297 -3.94820 1.18939
H14 -3.31036 -5.26926 1.02270
H15 -3.55684 -4.01583 2.25194
H16 -2.39570 -3.32239 -1.26565
H17 -4.01386 -3.08644 -1.95024
H18 -3.48933 -4.69783 -1.43791
H19 -5.89112 -3.81848 1.22407
H20 -5.47035 -4.93536 -0.07580
H21 -6.06644 -3.32581 -0.47669
H22 -6.90732 -0.90187 2.85714
H23 -7.66638 0.60633 3.37501
H24 -5.98522 0.26214 3.81542
H25 -7.64180 -0.29750 0.50721
H26 -6.94909 1.11489 -0.29849
H27 -8.22078 1.31673 0.91872
H28 -5.28876 2.51661 2.79475
H29 -7.00022 2.77096 2.45302
H30 -5.82612 2.90746 1.14474
H31 -0.22472 5.74901 -0.82258
H32 1.75106 4.03190 -3.21748
H33 2.31466 2.52502 -2.48203
H34 3.41069 3.91121 -2.61155
H35 1.63947 6.14311 -1.80521
H36 3.22348 5.82431 -1.09970
H37 1.82822 6.04304 -0.03965
H38 2.68994 2.37914 0.01423
H39 2.49120 3.81320 1.03548
H40 3.83998 3.71874 -0.10846
I1 -4.32692 -1.63159 -5.51969
C29 -2.45650 -1.83022 -4.56821
C30 -1.84312 -0.69952 -4.05540
C31 -0.62006 -0.83314 -3.41371
C32 -0.01413 -2.08013 -3.29306
C33 -0.64147 -3.19842 -3.82500
C34 -1.86749 -3.07862 -4.46356
C35 1.26937 -2.20332 -2.49274
O3 2.35656 -2.26095 -3.04870
O4 1.07416 -2.17041 -1.21804
H41 -2.31046 0.27097 -4.15387
H42 -0.12676 0.04756 -3.01210
H43 -0.17670 -4.17141 -3.72608
H44 -2.36327 -3.95376 -4.86141
C36 5.62123 -0.58182 0.38163
N2 4.27966 -0.33056 0.86755
C37 3.93700 0.15556 2.10518
C38 2.57583 0.17026 2.13866
N3 2.08623 -0.30007 0.94669
C39 3.14170 -0.60368 0.20968
H45 6.18824 0.34667 0.32842
H46 5.56282 -1.03006 -0.60640
H47 6.13602 -1.27032 1.05076
H48 4.67640 0.44527 2.83153
H49 1.92683 0.49973 2.93196
H50 3.11500 -1.01892 -0.78727

Atoms 1-2, force components in eV/Å:
Cd -0.2 0.3 0.5
C 0.1 0.0 0.0

For the energy above the lowest of the compared OMol25 structures with the same formula, charge and spin, the calculation gives 7.4 kcal/mol. For the molar mass, the calculation gives 864.2 g/mol. Its HOMO energy (spin up / spin down) is -7.5 / -7.4 eV. Its gap between HOMO and LUMO (spin up / spin down) is 5.9 / 5.8 eV.

Mulliken population analysis, charges in e, atoms 1 to 2:
1. Cd 2.6163
2. C -1.6562

# 2
Here is C39H50Cl3NPPd as an isolated structure from OMol25. Energies are from the ωB97M-V functional and the def2-TZVPD basis.

Geometry (Å):
Pd1 -0.57984 0.38548 -0.16881
C1 -5.36175 0.24547 -1.85966
C2 -3.88127 0.30836 -2.25154
C3 -3.42660 1.75480 -2.44359
C4 -3.04000 -0.40603 -1.22053
C5 -2.95805 0.04520 0.08561
C6 -2.12088 -0.59722 1.03518
C7 -2.25299 -0.17705 2.47735
C8 -2.41988 1.32832 2.66923
C9 -3.44506 -0.93917 3.07305
C10 -1.25468 -1.64926 0.59685
C11 -1.63000 -2.34055 -0.63664
C12 -2.43869 -1.64696 -1.51529
C13 -1.44684 -3.80680 -1.06211
C14 -2.55798 -4.61350 -0.36138
C15 -0.12604 -4.58488 -1.04102
C16 -0.10701 -2.10419 1.47714
C17 -0.05812 -3.35468 1.96458
C18 1.04738 -4.04566 2.58691
C19 2.36350 -3.87288 2.34219
C20 2.93320 -2.86975 1.47869
C21 2.35340 -1.69265 1.23590
P1 2.53833 -0.24725 0.17068
C22 3.88101 0.98089 0.59994
C23 4.28191 1.88734 -0.56868
C24 3.37172 1.90632 1.70939
C25 5.10740 0.20393 1.09550
C26 2.61754 -0.74742 -1.61430
C27 4.02304 -1.32695 -1.84946
C28 1.61410 -1.87649 -1.80752
C29 2.29588 0.34801 -2.63266
H1 -5.97463 0.66408 -2.65653
H2 -5.54943 0.82614 -0.95644
H3 -5.68796 -0.77881 -1.68176
H4 -3.75738 -0.22365 -3.19912
H5 -3.55214 2.33333 -1.52795
H6 -4.02191 2.22860 -3.22272
H7 -2.37459 1.80996 -2.72324
H8 -3.53336 0.90514 0.39961
H9 -1.37379 -0.51784 3.01200
H10 -3.39587 1.67045 2.32335
H11 -1.64858 1.89789 2.14203
H12 -2.35809 1.56507 3.73102
H13 -4.37073 -0.67950 2.55759
H14 -3.56002 -0.68229 4.12562
H15 -3.30543 -2.01815 2.99983
H16 -2.67809 -2.09458 -2.47179
H17 -1.73317 -3.78811 -2.11699
H18 -2.29569 -4.87867 0.66052
H19 -2.71857 -5.54464 -0.90326
H20 -3.50018 -4.06764 -0.33789
H21 0.51498 -4.38895 -0.19152
H22 0.44361 -4.40578 -1.94817
H23 -0.36484 -5.64845 -1.02935
H24 -0.95143 -3.95439 1.85514
H25 0.77171 -4.88857 3.20911
H26 3.05363 -4.58903 2.76793
H27 3.89453 -3.09065 1.02733
H28 3.43664 2.46412 -0.94370
H29 4.75184 1.35460 -1.39098
H30 5.01769 2.59566 -0.18522
H31 2.41979 2.36588 1.44720
H32 4.11242 2.69534 1.84394
H33 3.26053 1.39368 2.65569
H34 5.57911 -0.38133 0.30633
H35 4.85929 -0.45461 1.92611
H36 5.84227 0.92692 1.45251
H37 4.31394 -2.04143 -1.07682
H38 4.79151 -0.56143 -1.92255
H39 4.00705 -1.86872 -2.79648
H40 1.82661 -2.70114 -1.13535
H41 1.69447 -2.23798 -2.83417
H42 0.58239 -1.54526 -1.65440
H43 3.04303 1.13012 -2.68658
H44 1.32447 0.80819 -2.43923
H45 2.25054 -0.12990 -3.61341
C30 -0.18417 2.17020 -0.89316
C31 -0.31478 3.37947 -0.89787
C32 -0.52623 4.78663 -1.01768
C33 -0.78814 5.55415 0.11894
C34 -1.01601 6.91291 0.00105
C35 -0.98309 7.52027 -1.24697
C36 -0.71972 6.76187 -2.38055
C37 -0.49091 5.40223 -2.27091
H46 -0.81061 5.07631 1.08918
H47 -1.21860 7.50133 0.88550
H48 -1.16186 8.58313 -1.33623
H49 -0.69190 7.23243 -3.35365
H50 -0.28349 4.80686 -3.14939
Cl1 2.79293 -0.91830 3.97040
C38 1.12724 -0.76481 3.35775
Cl2 0.15340 -1.81250 4.41554
Cl3 0.59116 0.89142 3.66903
C39 1.03918 -1.13805 1.76901
N1 1.07670 0.08600 0.90772

Atoms 1-2, force components in eV/Å:
Pd -0.5 0.0 -0.2
C 0.0 0.0 0.0

For the molar mass, the calculation gives 776.6 g/mol. As for the charge: +1. Its HOMO energy is -10.3 eV. Its gap between HOMO and LUMO is 6.6 eV.

Mulliken population analysis, charges in e, atoms 1 to 2:
1. Pd 0.3377
2. C -1.5158